(1)
DFT (wB97M-V/def2-TZVPD) results for C28H15F9NO5PRu as an isolated structure.

Positions of all 60 atoms, in Å:
Ru  -0.50  0.85  -3.36
O  3.49  1.03  -2.44
C  2.33  0.83  -2.73
O  1.36  1.64  -2.86
C  1.90  -0.73  -3.06
C  2.64  -1.90  -3.07
C  2.01  -3.10  -3.42
C  0.66  -3.15  -3.72
C  -0.05  -1.96  -3.69
N  0.61  -0.85  -3.38
C  -1.54  -1.78  -3.98
O  -2.18  -2.78  -4.26
O  -1.96  -0.57  -3.90
H  3.69  -1.91  -2.82
H  2.60  -4.01  -3.42
H  0.15  -4.07  -3.97
F  -5.82  -0.81  4.36
C  -4.53  -0.60  4.67
F  -4.49  0.46  5.50
F  -4.12  -1.67  5.40
C  -3.66  -0.40  3.46
C  -4.22  -0.28  2.20
C  -3.39  -0.08  1.10
C  -2.01  0.00  1.25
C  -1.47  -0.12  2.54
C  -2.28  -0.32  3.63
P  -1.02  0.29  -0.30
C  -0.36  1.94  0.14
C  0.68  2.16  1.05
C  1.07  3.44  1.38
C  0.42  4.53  0.79
C  -0.60  4.33  -0.12
C  -0.99  3.03  -0.45
C  0.87  5.91  1.17
F  0.07  6.87  0.66
F  0.88  6.08  2.51
F  2.12  6.17  0.74
C  0.38  -0.84  0.06
C  1.66  -0.54  -0.36
C  2.75  -1.38  -0.18
C  2.53  -2.61  0.40
C  1.24  -2.99  0.77
C  0.18  -2.12  0.61
C  3.65  -3.59  0.57
F  3.59  -4.59  -0.34
F  4.86  -3.03  0.44
F  3.62  -4.19  1.78
H  -5.29  -0.34  2.06
H  -3.81  0.01  0.11
H  -0.39  -0.07  2.68
H  -1.86  -0.42  4.62
H  1.18  1.32  1.51
H  1.87  3.61  2.08
H  -1.09  5.17  -0.58
H  -1.76  2.87  -1.19
H  1.82  0.42  -0.82
H  3.72  -1.04  -0.50
H  1.07  -3.97  1.20
H  -0.82  -2.44  0.90
O  -1.48  2.29  -3.38

Values from the calculation:
- charge = -1
- HOMO level (spin up / spin down) (Ha) = -0.18122 / -0.16741
- multiplicity = 2
- Kohn-Sham gap (spin up / spin down) (eV) = 7.179 / 6.567

=====

(2)
DFT (wB97M-V/def2-TZVPD) results for C28H15F9NO5PRu as an isolated structure.

Positions of all 60 atoms, in Å:
Ru  0.45  -0.38  2.19
O  -0.80  -3.82  1.03
C  -0.41  -2.70  1.52
O  0.08  -1.70  0.81
C  -0.55  -2.58  3.10
C  -1.00  -3.38  4.10
C  -0.95  -2.86  5.43
C  -0.45  -1.54  5.74
C  -0.02  -0.78  4.69
N  -0.14  -1.42  3.55
C  0.59  0.67  4.53
O  0.72  1.32  5.63
O  0.92  1.14  3.34
H  -1.37  -4.38  3.88
H  -1.30  -3.48  6.25
H  -0.42  -1.15  6.74
F  3.93  -1.61  -6.21
C  2.82  -0.83  -6.10
F  3.14  0.37  -6.65
F  1.89  -1.39  -6.93
C  2.32  -0.70  -4.68
C  3.05  -1.20  -3.60
C  2.57  -1.06  -2.29
C  1.35  -0.43  -2.03
C  0.63  0.08  -3.12
C  1.10  -0.06  -4.43
P  0.78  -0.30  -0.29
C  0.93  1.51  -0.06
C  0.07  2.46  -0.63
C  0.30  3.83  -0.46
C  1.40  4.29  0.28
C  2.26  3.34  0.86
C  2.03  1.97  0.69
C  1.65  5.77  0.44
F  2.84  6.06  1.04
F  1.67  6.42  -0.76
F  0.69  6.37  1.19
C  -0.99  -0.69  -0.41
C  -1.97  -0.01  0.34
C  -3.32  -0.36  0.24
C  -3.74  -1.41  -0.58
C  -2.76  -2.13  -1.29
C  -1.41  -1.77  -1.20
C  -5.19  -1.81  -0.68
F  -5.46  -2.96  0.00
F  -6.04  -0.87  -0.20
F  -5.58  -2.04  -1.97
H  4.00  -1.70  -3.76
H  3.17  -1.47  -1.47
H  -0.33  0.58  -2.97
H  0.51  0.35  -5.25
H  -0.78  2.15  -1.22
H  -0.38  4.54  -0.92
H  3.13  3.66  1.43
H  2.73  1.27  1.14
H  -1.69  0.80  1.01
H  -4.05  0.19  0.83
H  -3.05  -2.97  -1.92
H  -0.69  -2.37  -1.75
O  1.12  1.16  1.80

Values from the calculation:
- charge = -1
- HOMO level (spin up / spin down) (Ha) = -0.15455 / -0.14481
- multiplicity = 2
- Kohn-Sham gap (spin up / spin down) (eV) = 6.228 / 5.827

=====

(3)
DFT (wB97M-V/def2-TZVPD) results for C28H16BrCl68F3N2O3 as an isolated structure.

Positions of all 121 atoms, in Å:
C  -2.28  2.62  2.02
C  -2.84  3.35  0.66
C  -1.94  4.58  0.18
C  -1.21  4.38  -1.23
N  -0.91  2.97  -1.58
O  0.35  2.62  -1.09
C  0.33  1.17  -1.20
O  1.02  0.68  -2.12
N  -0.48  0.42  -0.23
C  -1.15  -0.77  -0.84
C  -2.74  -0.43  -0.87
C  -3.10  0.47  -2.16
F  -2.28  0.51  -3.33
C  -4.26  1.30  -2.19
F  -5.45  0.97  -1.49
F  -4.29  2.47  -2.97
C  0.39  0.08  0.93
C  -0.38  -0.27  2.28
O  0.03  0.28  3.34
Br  -1.90  -1.51  2.47
H  -1.16  2.81  2.13
H  -2.53  1.50  1.90
H  -2.88  2.97  2.93
H  -3.90  3.75  0.89
H  -2.97  2.51  -0.10
H  -1.16  4.84  0.98
H  -2.62  5.51  0.09
H  -1.89  4.78  -2.08
H  -0.23  4.99  -1.31
H  -0.84  2.82  -2.60
H  -0.85  -0.99  -1.92
H  -0.93  -1.72  -0.24
H  -3.40  -1.35  -0.76
H  -2.92  0.27  0.03
H  1.16  -0.73  0.63
H  1.02  1.03  1.15
C  -6.70  -2.03  -3.63
Cl  -7.14  -3.25  -4.84
Cl  -6.15  -0.55  -4.44
Cl  -8.12  -1.64  -2.63
Cl  -5.40  -2.66  -2.59
C  -1.05  5.45  4.89
Cl  -0.82  3.69  4.97
Cl  -1.28  6.09  6.54
Cl  0.39  6.20  4.16
Cl  -2.48  5.83  3.91
C  4.25  0.40  -1.79
Cl  3.55  -0.38  -3.22
Cl  4.10  2.16  -1.94
Cl  3.38  -0.14  -0.33
Cl  5.97  -0.04  -1.65
C  -4.17  5.65  -4.81
Cl  -4.38  7.18  -5.69
Cl  -5.74  4.82  -4.69
Cl  -3.02  4.60  -5.68
Cl  -3.53  5.96  -3.19
C  4.57  -2.66  3.11
Cl  5.34  -1.74  4.42
Cl  3.17  -1.76  2.50
Cl  5.74  -2.91  1.79
Cl  4.04  -4.24  3.73
C  1.29  -5.34  0.45
Cl  2.01  -3.93  1.26
Cl  -0.13  -4.81  -0.49
Cl  2.48  -6.08  -0.63
Cl  0.78  -6.52  1.67
C  -1.07  -2.27  -5.32
Cl  -0.29  -1.34  -4.02
Cl  -2.50  -1.37  -5.88
Cl  0.06  -2.48  -6.67
Cl  -1.57  -3.86  -4.70
C  1.87  2.98  -5.27
Cl  1.65  4.27  -4.07
Cl  3.54  2.38  -5.19
Cl  0.76  1.64  -4.93
Cl  1.55  3.62  -6.90
C  -6.68  10.43  -5.69
Cl  -7.89  11.14  -6.78
Cl  -5.30  9.85  -6.63
Cl  -6.13  11.67  -4.53
Cl  -7.41  9.08  -4.80
C  -2.95  1.20  -9.24
Cl  -3.10  2.48  -8.02
Cl  -1.28  0.58  -9.23
Cl  -4.07  -0.13  -8.86
Cl  -3.33  1.85  -10.84
C  4.15  -8.55  2.86
Cl  3.11  -9.63  1.91
Cl  5.70  -9.35  3.19
Cl  4.44  -7.05  1.96
Cl  3.34  -8.17  4.40
C  4.97  1.88  6.57
Cl  6.54  1.07  6.79
Cl  4.98  2.76  5.03
Cl  3.68  0.66  6.55
Cl  4.70  3.01  7.91
C  -8.89  2.09  -0.73
Cl  -8.13  2.54  -2.27
Cl  -10.03  3.36  -0.24
Cl  -9.77  0.56  -0.93
Cl  -7.64  1.90  0.52
C  4.66  -5.97  7.77
Cl  4.43  -4.67  8.96
Cl  6.32  -6.59  7.87
Cl  3.51  -7.29  8.10
Cl  4.36  -5.33  6.13
C  8.40  -9.85  -0.03
Cl  9.31  -9.48  -1.51
Cl  7.18  -8.59  0.25
Cl  7.59  -11.42  -0.21
Cl  9.51  -9.91  1.36
C  5.02  7.22  7.15
Cl  4.74  5.90  6.00
Cl  5.62  8.65  6.28
Cl  3.49  7.63  7.96
Cl  6.21  6.72  8.37
C  4.17  -12.41  5.22
Cl  4.90  -11.00  6.02
Cl  2.76  -11.88  4.27
Cl  5.37  -13.15  4.13
Cl  3.67  -13.59  6.44

Values from the calculation:
- charge = 0
- HOMO level (Ha) = -0.34061
- Kohn-Sham gap (eV) = 9.086

=====

(4)
DFT (wB97M-V/def2-TZVPD) results for C28H18BrN3O6V as an isolated structure.

Positions of all 57 atoms, in Å:
V  -2.64  -2.50  0.41
O  -5.41  -5.36  -0.79
C  -4.57  -4.62  -0.33
O  -4.14  -3.48  -0.81
C  -3.85  -4.98  1.02
O  -3.98  -6.01  1.61
O  -3.05  -3.98  1.38
Br  -4.21  -0.69  2.16
C  -2.81  -0.78  3.45
C  -3.08  -0.17  4.64
C  -2.11  -0.15  5.66
C  -0.90  -0.75  5.45
C  -0.60  -1.39  4.22
C  0.66  -1.99  4.02
C  0.96  -2.58  2.83
C  -0.01  -2.62  1.80
C  -1.27  -2.08  1.92
C  -1.56  -1.43  3.16
H  -4.04  0.31  4.79
H  -2.33  0.35  6.60
H  -0.14  -0.73  6.22
H  1.39  -1.97  4.83
H  1.93  -3.03  2.67
H  0.27  -3.11  0.87
C  5.98  0.76  -2.22
O  5.00  0.44  -3.18
C  3.92  1.31  -3.24
C  2.71  0.78  -3.67
C  1.58  1.58  -3.75
C  1.63  2.95  -3.41
C  2.87  3.46  -3.02
C  4.00  2.65  -2.91
N  0.56  3.84  -3.57
N  -0.70  3.38  -3.50
C  -1.06  2.32  -2.69
C  -2.18  1.58  -3.06
C  -2.58  0.43  -2.37
C  -1.93  0.00  -1.25
O  -2.35  -1.17  -0.61
C  -0.87  0.77  -0.73
N  -0.30  0.37  0.45
C  0.63  1.12  0.98
C  1.05  2.35  0.42
C  0.51  2.75  -0.77
C  -0.44  1.94  -1.43
H  6.58  -0.13  -2.07
H  5.53  1.06  -1.27
H  6.64  1.57  -2.55
H  2.67  -0.27  -3.94
H  0.64  1.16  -4.08
H  2.94  4.52  -2.77
H  4.93  3.08  -2.57
H  -2.70  1.89  -3.96
H  -3.42  -0.16  -2.72
H  1.06  0.76  1.91
H  1.79  2.96  0.93
H  0.78  3.70  -1.21

Values from the calculation:
- charge = -2
- HOMO level (spin up / spin down) (Ha) = -0.02005 / -0.06387
- multiplicity = 4
- Kohn-Sham gap (spin up / spin down) (eV) = 4.769 / 5.955

=====

(5)
DFT (wB97M-V/def2-TZVPD) results for C28H18Cl2N5O4Pd as an isolated structure.

Positions of all 58 atoms, in Å:
Pd  0.30  0.71  -0.86
C  4.72  1.23  -1.38
C  3.35  1.18  -1.63
N  2.47  1.07  -0.66
C  2.89  1.04  0.64
C  4.24  1.09  0.97
C  5.17  1.17  -0.09
C  4.64  1.08  2.35
C  3.72  1.07  3.33
C  2.32  1.04  3.02
C  1.31  1.06  4.01
C  -0.01  1.05  3.64
C  -0.33  0.99  2.28
N  0.61  0.95  1.34
C  1.91  1.00  1.69
H  5.41  1.31  -2.21
H  2.96  1.24  -2.64
H  6.23  1.19  0.13
H  5.70  1.11  2.58
H  4.02  1.09  4.37
H  1.60  1.10  5.06
H  -0.80  1.08  4.38
H  -1.36  0.96  1.94
O  -3.68  5.07  -0.76
C  -4.35  3.94  -0.85
O  -5.55  3.91  -0.87
C  -3.56  2.65  -0.92
C  -4.14  1.40  -0.86
Cl  -5.79  1.10  -0.67
N  -3.17  0.44  -0.92
N  -1.96  1.06  -1.02
C  -2.18  2.36  -1.01
C  -0.98  3.25  -1.14
O  -1.09  4.47  -1.09
O  0.15  2.66  -1.33
C  -3.27  -1.02  -0.93
C  -2.11  -1.78  -0.81
C  -2.15  -3.16  -0.82
C  -3.35  -3.83  -0.94
C  -4.51  -3.08  -1.06
C  -4.48  -1.70  -1.06
H  -2.71  4.93  -0.88
H  -1.17  -1.30  -0.71
H  -1.22  -3.72  -0.73
H  -3.39  -4.91  -0.94
H  -5.47  -3.58  -1.15
H  -5.40  -1.17  -1.17
Cl  1.38  -4.40  1.69
C  1.33  -3.50  0.23
C  1.51  -4.12  -1.00
C  1.45  -3.35  -2.14
C  1.22  -1.99  -2.03
N  1.06  -1.40  -0.83
C  1.11  -2.14  0.27
H  1.68  -5.19  -1.05
H  1.57  -3.79  -3.12
H  1.18  -1.35  -2.90
H  0.97  -1.64  1.22

Values from the calculation:
- charge = +1
- HOMO level (spin up / spin down) (Ha) = -0.43620 / -0.43625
- Kohn-Sham gap (spin up / spin down) (eV) = 7.755 / 7.882

=====

(6)
DFT (wB97M-V/def2-TZVPD) results for C28H19BrCl5FeN3O2 as an isolated structure.

Positions of all 59 atoms, in Å:
Fe  -0.17  -0.28  -0.04
C  2.54  -1.75  0.91
C  1.17  -1.25  1.27
C  0.04  -2.06  1.03
C  -1.25  -1.53  1.38
C  -1.39  -0.29  1.92
C  -0.22  0.43  2.56
C  0.98  0.07  1.70
H  2.50  -2.44  0.06
H  2.95  -2.29  1.76
H  3.21  -0.92  0.69
H  0.13  -3.04  0.59
H  -2.13  -2.05  1.02
H  -2.38  0.14  2.03
H  -0.10  0.18  3.63
H  1.85  0.72  1.76
C  2.54  -0.07  -2.18
O  1.35  0.48  -1.61
C  0.86  1.58  -2.26
C  1.33  2.07  -3.46
C  0.72  3.20  -4.00
Br  1.37  3.87  -5.65
C  -0.32  3.85  -3.37
C  -0.79  3.35  -2.16
C  -0.20  2.22  -1.62
O  -0.62  1.67  -0.43
C  -1.91  4.03  -1.48
N  -2.87  4.64  -2.12
C  -3.71  5.13  -1.14
C  -4.89  5.85  -1.25
C  -5.54  6.21  -0.09
C  -5.03  5.86  1.17
C  -3.87  5.13  1.31
C  -3.22  4.78  0.13
N  -2.07  4.06  -0.12
H  3.32  0.70  -2.20
H  2.35  -0.46  -3.18
H  2.84  -0.88  -1.53
H  2.14  1.60  -3.99
H  -0.79  4.72  -3.80
H  -1.60  1.74  -0.37
H  -5.28  6.12  -2.22
H  -6.46  6.78  -0.14
H  -5.57  6.16  2.06
H  -3.47  4.85  2.28
H  -1.43  3.74  0.60
Cl  -3.42  0.76  -0.63
C  -2.72  -0.43  -1.73
C  -1.43  -0.90  -1.51
C  -1.04  -1.88  -2.43
Cl  0.52  -2.65  -2.25
C  -1.83  -2.33  -3.49
Cl  -1.26  -3.53  -4.59
C  -3.10  -1.80  -3.67
Cl  -4.09  -2.32  -4.97
C  -3.56  -0.84  -2.77
Cl  -5.14  -0.19  -2.96
N  -0.69  3.00  2.44
C  -0.47  1.88  2.49

Values from the calculation:
- charge = 0
- HOMO level (Ha) = -0.30873
- Kohn-Sham gap (eV) = 8.624

=====

(7)
DFT (wB97M-V/def2-TZVPD) results for C28H19BrClCuN4O5 as an isolated structure.

Positions of all 59 atoms, in Å:
Cu  0.23  0.34  -1.13
Cl  -1.62  -5.93  2.07
C  -0.97  -4.61  1.13
C  -0.40  -4.87  -0.13
C  0.09  -3.84  -0.89
C  0.03  -2.47  -0.46
O  0.45  -1.58  -1.27
C  -0.52  -2.25  0.84
C  -0.65  -0.96  1.44
N  -0.31  0.15  0.89
C  -0.46  1.38  1.53
C  -0.56  1.61  2.88
C  -0.73  2.92  3.37
C  -0.79  4.00  2.53
C  -0.66  3.80  1.13
C  -0.69  4.85  0.18
C  -0.54  4.57  -1.15
C  -0.33  3.23  -1.55
N  -0.30  2.25  -0.68
C  -0.47  2.50  0.64
C  -1.02  -3.33  1.60
H  -0.36  -5.88  -0.49
H  0.51  -4.02  -1.86
H  -1.10  -0.95  2.44
H  -0.49  0.79  3.58
H  -0.82  3.07  4.44
H  -0.93  5.00  2.91
H  -0.83  5.87  0.52
H  -0.56  5.34  -1.90
H  -0.18  2.95  -2.58
H  -1.46  -3.13  2.57
C  5.19  -0.65  0.92
N  4.44  0.16  -0.03
C  5.04  1.04  -0.87
C  4.34  1.80  -1.72
C  2.88  1.66  -1.75
O  2.20  2.34  -2.52
N  2.31  0.75  -0.90
C  3.03  0.02  -0.01
O  2.55  -0.74  0.83
H  6.25  -0.48  0.74
H  4.96  -1.70  0.79
H  4.94  -0.38  1.94
H  6.12  1.08  -0.80
H  4.81  2.50  -2.39
Br  -4.94  -2.67  1.73
C  -4.01  -1.97  0.22
C  -3.73  -0.62  0.18
C  -2.99  -0.13  -0.89
C  -2.57  -0.96  -1.92
C  -2.90  -2.31  -1.86
C  -3.61  -2.83  -0.79
C  -1.75  -0.43  -3.09
O  -2.05  -0.84  -4.21
O  -0.85  0.43  -2.81
H  -4.05  0.04  0.97
H  -2.72  0.93  -0.93
H  -2.59  -2.96  -2.67
H  -3.83  -3.88  -0.72

Values from the calculation:
- charge = -1
- HOMO level (spin up / spin down) (Ha) = -0.18012 / -0.17837
- multiplicity = 2
- Kohn-Sham gap (spin up / spin down) (eV) = 6.767 / 6.726

=====

no.,strongest force on any atom (eV Å⁻¹),total energy (eV)
1,4.214,-77338.84789
2,13.572,-77325.35805
3,5.623,-968125.64809
4,4.125,-141814.67055
5,1.640,-73488.62364
6,0.507,-204950.57141
7,0.191,-172752.32124